Formula: C5H10NOPS
Source: the OMol25 dataset
Level of theory: wB97M-V/def2-TZVPD

Each line ends with the natural charge from an NBO analysis.
Positions of all 19 atoms, in Å:
C -2.45 0.22 -0.33  -0.2481
C -1.68 1.13 0.29  -0.6429
C 2.28 1.27 -1.50  -0.0912
C -0.19 -1.82 1.52  -0.6285
C 0.44 -0.98 0.51  -0.7645
N 0.96 1.44 -1.55  -0.8151
O 0.67 1.76 1.39  -1.0281
P 0.03 0.86 0.45  2.0023
S 3.22 0.56 -2.70  -0.2240
H -3.45 0.25 -0.54  0.2058
H -1.95 -0.63 -0.85  0.1946
H -1.92 2.09 0.67  0.2615
H 2.89 1.82 -0.76  0.2074
H -1.25 -1.95 1.64  0.2200
H 0.01 -2.88 1.29  0.2279
H 0.22 -1.64 2.54  0.2215
H 0.22 -1.46 -0.51  0.2525
H 1.45 -1.04 0.83  0.2665
H 0.52 1.01 -2.42  0.3823

Computed properties:
Energy relative to the best compared isomer or geometry (same formula, charge and spin): 48.6 kcal/mol
HOMO: -7.881 eV
Kohn-Sham gap: 7.045 eV
Molar mass: 163.18 g/mol
Maximum force: 3.797 eV Å⁻¹